This record from the OMol25 dataset describes one molecule with the formula C2H5ClFN at a distorted geometry. The level of theory is wB97M-V/def2-TZVPD.

Values from the calculation:
LUMO level = 0.91 eV
E_HOMO = -10.17 eV
Strongest force on any atom = 6.1 eV Å⁻¹
Frontier orbital gap = 11.08 eV
E_tot = -693.9241 hartree
SMILES = NC[C@@H](F)Cl
ΔE to the lowest compared entry with this formula, charge and spin = 2.338 eV

Geometry as ORCA input:
```
! wB97M-V def2-TZVPD RIJCOSX def2/J DEFGRID3
* xyz 0 1
N -1.45964 -0.67058 -1.82245
C -0.20448 0.04662 -1.36795
C -0.21838 0.08450 0.26033
F -0.11731 -1.24919 0.52810
Cl 1.06270 0.95600 1.18003
H -2.24097 -0.19329 -1.29127
H -1.01287 -1.62973 -1.23052
H 0.81160 -0.65325 -1.49596
H -0.52100 0.95419 -1.94900
H -1.29214 0.42019 0.55635
*
```

Results of the Mulliken charge analysis, in e, for atoms 1 through 8: number 1, N, carries -0.601; number 2, C, carries -0.630; number 3, C, carries 0.218; number 4, F, carries -0.257; number 5, Cl, carries -0.168; number 6, H, carries 0.259; number 7, H, carries 0.339; number 8, H, carries 0.299